This record from the OMol25 dataset describes C49H33F5InNO6P2S as an isolated structure. The level of theory is wB97M-V/def2-TZVPD.

Output
**Orbital gap**: 6.690 eV
**E_LUMO**: -6.1 eV
**Strongest force on any atom**: 3.6 eV/Å
**Energy**: -4163.0696 a.u.
**2S+1**: 1
**Net charge**: +2
**E_HOMO**: -0.46909 hartree

Geometry as XYZ:
```
98
Properties=species:S:1:pos:R:3:forces:R:3
In 0.0110 0.5933 0.6766 0.8473 -0.3947 1.0991
O -2.4249 2.6124 3.9692 0.4250 1.2824 1.3220
C -1.5821 2.2626 3.0669 -1.2705 -1.8555 -2.7901
O -1.8062 1.2619 2.3539 1.0199 1.3183 0.9358
C -0.5183 3.2335 2.7855 0.7565 -0.7599 0.9378
C -0.0583 4.1289 3.7298 -0.0040 1.4706 0.6565
C 1.0747 4.8829 3.3995 0.3138 -0.0149 1.0740
C 1.7279 4.6108 2.2304 0.9432 0.2317 -2.1891
C 1.1875 3.6756 1.3237 -0.2705 0.2996 2.2223
N 0.1221 2.9560 1.6737 0.5877 0.3464 -1.4590
C 1.8792 3.1753 0.1237 -0.7704 0.2812 -0.2173
O 2.8349 3.8944 -0.4160 -0.0536 0.0900 -0.2411
O 1.4786 2.1283 -0.3620 0.9644 -0.2430 -0.3122
H -3.0503 1.9078 4.0171 -1.3261 -1.0453 0.3925
H -0.5516 4.3059 4.7063 0.2039 -0.3682 -0.8736
H 1.5586 5.5919 4.0920 -0.6403 -0.4373 -0.2511
H 2.7008 5.0972 1.9636 -1.0322 -0.3394 0.5264
H 2.8612 4.8259 -0.1032 -0.0142 -0.7827 -0.0336
O -2.6058 -2.0354 2.5517 0.1172 -0.2024 0.1836
S -1.7260 -1.7928 1.3995 0.0332 0.4684 -0.4537
C -0.8823 -3.3379 0.9735 0.3774 1.8135 -1.0276
C -1.5194 -4.4795 1.3221 -0.5722 0.1761 1.4562
C -0.9059 -5.6654 1.0129 -0.8217 -0.9029 0.5553
C 0.2578 -5.7058 0.2904 0.6147 -0.6308 -0.3668
C 0.8673 -4.5542 -0.1235 -0.0755 0.8548 -0.4383
C 0.2957 -3.3240 0.2190 0.2645 -0.1407 0.3862
P 1.0779 -1.8121 -0.3822 -0.1939 0.8302 -0.4496
C 2.8116 -1.7246 0.1177 0.0251 0.2189 -0.4120
C 3.6058 -0.8578 -0.6462 0.0443 -0.9040 -0.5032
C 4.9489 -0.7304 -0.3714 -0.1637 1.3920 1.0297
C 5.4265 -1.2522 0.8250 1.4119 -0.8679 -0.5780
C 4.6616 -2.1296 1.5803 -0.0151 0.0794 0.3563
C 3.3417 -2.3606 1.2390 -0.8141 -0.4605 -0.5159
C 0.8966 -2.0606 -2.2036 -0.1057 -0.1248 0.4421
C 1.9137 -2.3753 -3.1139 -1.4663 0.1161 0.2128
C 1.5622 -2.6451 -4.4286 -0.1091 -1.0596 -1.0428
C 0.2043 -2.6191 -4.8127 2.2262 0.2005 0.9356
C -0.7563 -2.3834 -3.8779 -0.6081 -0.0246 -0.4757
C -0.4512 -2.1045 -2.5915 2.7947 -0.0879 -0.0398
C -2.8864 -1.6582 -0.0015 -1.9379 -1.6512 0.5726
C -3.8594 -2.7217 -0.0841 0.4329 1.3408 -0.6449
C -4.9717 -2.5932 -0.9505 1.9080 0.8066 0.1443
C -5.1357 -1.3949 -1.6226 -0.7833 1.3850 -0.5309
C -4.2013 -0.3350 -1.4821 -3.0773 -1.3254 -1.2189
C -3.1276 -0.4535 -0.6973 2.3618 -0.8536 1.4840
P -1.9017 0.8521 -0.7840 -0.3072 1.2993 -1.3643
C -1.3362 1.0387 -2.5100 0.3655 -0.5281 1.1147
C -2.2182 1.3260 -3.5172 -1.3772 1.4780 -0.6994
C -1.7183 1.6999 -4.7761 0.5224 -0.1784 -0.1218
C -0.3290 1.6349 -5.0332 -1.1125 -0.2588 0.4986
C 0.5073 1.3177 -3.9958 0.9047 -0.5492 -0.3779
C 0.0194 1.0361 -2.7637 0.1964 -0.5092 1.9044
C -2.6846 2.4700 -0.5198 0.0447 -0.0003 0.1552
C -3.8028 2.5552 0.3059 0.2070 -0.8504 0.0478
C -4.4849 3.7289 0.4883 -1.0533 -0.2309 -0.0007
C -4.0625 4.8473 -0.1890 0.1598 1.7454 -0.3556
C -2.9102 4.8163 -0.9743 0.6086 -0.1901 0.1973
C -2.1802 3.6271 -1.1407 -2.0110 0.3422 1.0468
H -2.3951 -4.3314 1.9836 0.4634 -0.6938 -0.4978
H -1.3753 -6.5553 1.3819 -0.0061 -0.5381 -0.0783
H 0.7575 -6.6182 -0.0011 -0.3253 -0.3284 0.2286
H 1.7268 -4.6414 -0.7865 0.0132 0.3117 0.2948
H 3.2549 -0.4501 -1.5797 -0.3995 0.3213 -0.0466
H 5.5455 -0.0167 -0.9428 0.0064 -0.5332 -0.0197
H 6.5033 -1.1482 1.0269 -0.6404 0.1201 0.2354
H 5.0773 -2.6233 2.4528 0.0823 0.0325 -0.1692
H 2.6969 -3.0886 1.7460 0.4613 0.3168 0.1422
H 2.8840 -2.5232 -2.7321 1.2056 0.0316 0.0701
H 2.2900 -3.0988 -5.1535 -0.5669 0.9401 0.8240
H -0.0662 -2.8457 -5.7938 -0.3231 -0.3878 -1.4489
H -1.7658 -2.4948 -4.1518 -1.2133 0.0302 -0.3580
H -1.1768 -2.0466 -1.8654 -1.7441 0.3402 1.4228
H -3.7970 -3.6321 0.5151 0.3082 0.4150 -0.2191
H -5.5556 -3.4452 -1.1906 -0.8214 -0.4900 0.2540
H -6.0530 -1.1512 -2.2390 1.2593 -0.7224 0.6406
H -4.4158 0.5410 -2.0467 -0.0697 0.5870 -0.0806
H -3.2939 1.4679 -3.2242 1.2120 -0.1952 -0.9567
H -2.3618 2.0724 -5.5638 -0.1993 -0.2809 0.1082
H 0.1410 1.7438 -5.9888 -0.3670 0.4456 -0.5781
H 1.5609 1.1583 -4.1302 0.3592 0.2977 -0.3353
H 0.7133 0.7757 -1.9516 -0.2727 0.1427 -0.6483
H -4.2070 1.6801 0.8036 0.2171 -0.1578 -0.1205
H -5.4226 3.6390 1.0479 0.4397 0.6101 -0.0749
H -4.5676 5.8348 -0.1487 0.0864 -0.9700 0.2218
H -2.5627 5.7597 -1.4126 -0.1248 -0.5596 -0.0193
H -1.3349 3.6152 -1.7597 1.1005 -0.1285 -0.7857
F 5.5704 -1.1172 4.6077 -0.1342 -0.1374 0.2326
C 4.3601 -0.7054 4.2232 0.1362 -0.9868 0.9122
C 3.2283 -1.4996 4.4894 0.3731 0.3976 -0.8574
F 3.3677 -2.6850 5.0490 0.1942 -0.2183 0.3671
C 2.0248 -1.1701 3.8935 1.5033 0.4027 -0.5469
F 1.0508 -2.0660 3.8066 -0.3083 0.0020 0.3235
C 1.9721 -0.0232 3.0916 -1.5290 0.3706 -0.5175
O 0.7704 0.1730 2.4988 0.7035 0.5495 0.1605
C 3.0694 0.8388 2.9775 -0.6688 -0.2864 -0.1124
F 2.9233 2.0374 2.3174 0.3877 -1.1436 0.4135
C 4.2890 0.4432 3.4963 0.2947 1.6610 -0.4635
F 5.3880 1.2088 3.2909 -0.7892 -0.6622 0.1778
```
Positions in Å, forces in eV/Å.

Mulliken population analysis, charges in e, atoms 1 to 2: 1.574 -0.501

This record from the OMol25 dataset describes C23H22ClNPTl as an isolated structure. The level of theory is wB97M-V/def2-TZVPD.

Output
**Orbital gap**: 5.120 eV
**E_LUMO**: -9.7 eV
**Strongest force on any atom**: 3.1 eV/Å
**Energy**: -1917.7340 a.u.
**2S+1**: 1
**Net charge**: +2
**E_HOMO**: -0.54406 hartree

Geometry as XYZ:
```
49
Properties=species:S:1:pos:R:3:forces:R:3
Tl -1.2237 -1.8513 -0.1902 0.2066 -2.5004 -0.3340
Cl 0.4581 0.0375 0.0406 -0.2107 1.2608 -1.9860
P -0.0948 0.2911 -2.5581 0.5823 0.9508 -2.9257
C -1.3763 -0.6038 -3.5135 -0.0418 0.1439 1.2885
C -1.0483 -1.5216 -4.5297 0.5432 -0.2910 0.3300
C -2.0582 -2.2633 -5.1292 0.3284 0.2846 -0.0263
C -3.3815 -2.0967 -4.7259 -0.0566 0.2009 -0.0422
C -3.7193 -1.1498 -3.7581 0.1068 0.3490 0.1423
C -2.7251 -0.3927 -3.1506 0.1408 -0.1994 0.2353
C -0.3446 2.0276 -2.9324 0.0839 0.0062 1.1217
C 0.4779 2.9411 -2.2380 -0.0315 0.3448 -0.0820
C 0.3743 4.3052 -2.4966 0.2005 -0.3187 0.0642
C -0.5584 4.7681 -3.4334 -0.0817 -0.3508 0.0902
C -1.3808 3.8700 -4.1247 0.1661 -0.5154 0.0281
C -1.2733 2.4973 -3.8850 -0.4387 0.1588 0.0286
C 1.4933 -0.1488 -3.3213 0.8585 -0.3841 1.4015
C 2.4143 -0.9164 -2.5839 -0.3871 -0.1807 -0.2350
C 3.5790 -1.3731 -3.1868 0.0830 0.3426 -0.2945
C 3.8801 -0.9478 -4.4920 -0.0660 -0.0826 0.1494
C 3.0163 -0.1025 -5.2053 -0.2079 -0.1685 0.5299
C 1.8106 0.2942 -4.6183 -0.0902 0.2747 -0.0245
H 1.1911 2.5675 -1.5034 -0.1464 0.1895 -0.0919
H 1.0223 5.0019 -1.9596 -0.2752 -0.2116 -0.2241
H -0.6559 5.8318 -3.6198 0.0289 -0.0817 0.0311
H -2.1139 4.2243 -4.8531 0.3399 -0.0866 0.2172
H -1.8878 1.7916 -4.4442 0.1124 0.2788 0.1756
H -0.0041 -1.6447 -4.8383 -0.4913 -0.0840 0.1768
H -1.7949 -2.9656 -5.9167 -0.1313 0.1416 0.1374
H -4.1628 -2.6781 -5.2014 0.0437 -0.0242 0.0933
H -4.7515 -0.9826 -3.4707 0.0687 -0.1070 -0.1020
H -2.9662 0.3476 -2.3799 -0.0584 -0.2749 -0.2616
H 2.1979 -1.1489 -1.5418 0.0941 -0.1385 -0.3017
H 4.2562 -2.0234 -2.6228 -0.1933 0.3587 -0.3365
H 4.8167 -1.2625 -4.9492 -0.2201 0.0521 0.0699
H 3.2760 0.2574 -6.2057 -0.1098 -0.1880 0.4299
H 1.1384 0.9686 -5.1494 0.1282 -0.2200 0.0554
H -2.8180 -1.7011 0.6128 1.4231 0.0514 -0.5433
H 0.0181 -2.6004 -1.4601 -1.6430 0.8098 1.0633
C 2.5828 -4.9945 2.2948 -0.4356 0.6697 0.1770
C 2.7557 -3.6161 2.4573 -0.4202 0.0978 -0.6437
C 1.8580 -2.7371 1.8367 0.2153 -0.3959 0.3641
N 0.7996 -3.1670 1.1465 -0.4051 0.1409 -0.5817
C 0.6493 -4.4849 0.9496 0.5142 0.1351 0.6052
C 1.4982 -5.4238 1.5381 -0.2933 0.1610 -0.5158
H 3.2506 -5.7009 2.7735 -0.0339 0.0517 -0.0925
H 3.5728 -3.1934 3.0154 0.1881 -0.0790 0.1154
H 2.0104 -1.6565 1.8747 -0.1191 -0.2859 0.2296
H -0.1590 -4.7699 0.2828 -0.0064 -0.2135 0.2248
H 1.2940 -6.4692 1.3577 0.1383 -0.0728 0.0691
```
Positions in Å, forces in eV/Å.

Mulliken population analysis, charges in e, atoms 1 to 2: 0.854 -0.282